# 1
Entry from the OMol25 dataset: an isolated molecule of C16H24N6O at a distorted geometry (ωB97M-V/def2-TZVPD).

```
47
Properties=species:S:1:pos:R:3
O -4.8938 -5.4308 5.5103
N -3.4970 0.1659 4.9939
N -3.2683 -4.4295 4.3220
N -0.8289 -2.4860 2.5463
C -4.4161 -4.3938 5.0974
C -2.7597 -0.6855 4.3396
C -2.7425 -3.2693 4.0077
C 0.7036 0.2434 -7.7552
C -3.2379 -2.0302 4.5423
C -4.2712 -1.9762 5.3560
C 0.7471 0.6173 -6.4352
C 0.0663 -2.9077 1.6914
N -4.4621 -0.6183 5.5822
N -1.6988 -3.3957 3.1198
N -4.8868 -3.2206 5.6274
C 2.0434 0.6114 -5.6783
C 1.1399 -2.0816 1.0408
C 1.7089 0.7741 -4.1914
C 0.8201 -0.6134 1.1161
C 2.9722 0.5963 -3.3117
C 1.8839 0.2030 0.3582
C 2.7931 0.9985 -1.8574
C 1.7632 0.0744 -1.1875
H -1.8677 -0.3892 3.8031
H -0.2586 0.2030 -8.2129
H 1.6008 -0.0965 -8.2597
H -0.1785 0.7992 -5.9249
H 0.0318 -3.9724 1.4098
H -5.2579 -0.2712 6.1343
H -1.5817 -4.3912 2.9068
H -5.5494 -3.2674 6.3667
H 2.6623 1.4348 -6.0029
H 2.5909 -0.3262 -5.8576
H 2.1194 -2.2693 1.5405
H 1.2647 -2.4067 0.0261
H 0.9132 0.0714 -3.9139
H 1.3362 1.7729 -4.0064
H -0.1633 -0.4331 0.7300
H 0.8225 -0.2949 2.1518
H 3.2816 -0.4184 -3.3196
H 3.7519 1.1969 -3.8196
H 2.8883 -0.0567 0.6859
H 1.7261 1.2578 0.6378
H 3.7775 0.9630 -1.3593
H 2.4010 2.0254 -1.7414
H 1.9468 -0.9800 -1.4343
H 0.7462 0.3545 -1.5130
```

**SMILES**: C=CCCCCCCCC/C=N/Nc1nc(=O)[nH]c2[nH]ncc12
**Electronic energy**: -27967.356 eV
**LUMO energy**: 0.575 eV
**Orbital gap**: 9.486 eV

# 2
Entry from the OMol25 dataset: a cluster of 2 separate species, C56H69N3O4S2 in total at a distorted geometry (ωB97M-V/def2-TZVPD).

```
134
Properties=species:S:1:pos:R:3
C 3.9336 3.7212 -0.2195
C 2.6947 4.3363 0.4353
C 3.0544 4.9113 1.8082
C 1.5757 3.3086 0.4989
C 1.4280 2.4934 1.6245
C 0.5113 1.4563 1.6503
C 0.4625 0.4313 2.7766
C 1.0299 0.9094 4.1129
C 1.0078 -0.9236 2.3288
C -0.3548 1.3020 0.5252
C -1.3740 0.2580 0.5398
N -2.4786 0.2361 1.3905
C -2.7470 1.0195 2.5682
C -2.7662 0.3682 3.8157
C -2.7042 -1.1582 3.9246
C -4.1009 -1.7573 3.8101
C -1.9158 -1.7025 5.1120
C -2.8372 1.1795 4.9506
C -2.9404 2.5660 4.8089
C -2.9592 3.1801 3.5544
C -2.9125 2.4020 2.3976
C -3.1617 2.9789 0.9980
C -2.9038 4.4810 0.8778
C -4.5436 2.6009 0.4651
N -3.2605 -0.8304 1.1338
N -2.7022 -1.4258 0.0456
C -3.2856 -2.6693 -0.3742
C -2.8316 -3.8429 0.2294
C -1.8174 -3.8200 1.3735
C -0.4618 -4.3001 0.8833
C -2.2931 -4.6311 2.5776
C -3.3147 -5.0569 -0.2551
C -4.3884 -5.0635 -1.1395
C -4.9785 -3.8665 -1.5455
C -4.4346 -2.6444 -1.1721
C -5.1560 -1.3433 -1.5550
C -4.3003 -0.2424 -2.1940
C -5.9577 -0.8024 -0.3693
C -1.4188 -0.8924 -0.2365
C -0.4761 -1.3999 -1.1250
C -0.1982 2.1088 -0.6460
C -1.0469 1.9154 -1.9048
C -0.2593 1.2812 -3.0565
C -1.6968 3.2094 -2.3910
C 0.7638 3.1106 -0.6123
H 3.7116 3.3583 -1.2291
H 4.7697 4.4258 -0.3001
H 4.2893 2.8536 0.3516
H 2.3585 5.1518 -0.2188
H 2.1529 5.2597 2.3221
H 3.5432 4.1485 2.4260
H 3.7410 5.7590 1.7081
H 2.0826 2.6307 2.4794
H -0.6056 0.2658 2.9704
H 0.4743 1.7877 4.4710
H 0.9243 0.1182 4.8663
H 2.0946 1.1647 4.0420
H 0.4685 -1.2719 1.4363
H 2.0758 -0.8523 2.0665
H 0.8757 -1.6726 3.1225
H -2.1511 -1.4896 3.0408
H -4.5187 -1.4707 2.8369
H -4.0773 -2.8522 3.8678
H -4.7495 -1.3692 4.6098
H -0.9753 -1.1569 5.2569
H -2.4946 -1.6727 6.0439
H -1.6519 -2.7537 4.9318
H -2.8140 0.7134 5.9402
H -3.0359 3.1874 5.7038
H -3.0082 4.2665 3.4659
H -2.4381 2.4867 0.3360
H -1.8673 4.7144 1.1510
H -3.0604 4.8217 -0.1552
H -3.5862 5.0535 1.5185
H -4.6666 1.5085 0.4259
H -5.3357 2.9988 1.1202
H -4.7043 2.9913 -0.5538
H -1.7339 -2.7733 1.6947
H -0.0510 -3.5862 0.1605
H 0.2455 -4.4179 1.7138
H -0.5837 -5.2694 0.3808
H -3.3298 -4.3816 2.8331
H -2.2411 -5.7062 2.3602
H -1.6637 -4.4220 3.4535
H -2.8649 -5.9820 0.1108
H -4.7967 -6.0131 -1.4808
H -5.8928 -3.8720 -2.1445
H -5.8842 -1.6397 -2.3228
H -3.6665 -0.6363 -2.9994
H -4.9459 0.5472 -2.6107
H -3.6526 0.2325 -1.4459
H -6.6123 -1.5810 0.0412
H -5.2834 -0.4921 0.4380
H -6.5722 0.0573 -0.6661
H -0.6734 -2.3863 -1.5265
H 0.4396 -0.8449 -1.2678
H -1.8563 1.2240 -1.6378
H 0.0817 0.2764 -2.7995
H -0.8990 1.1858 -3.9433
H 0.6180 1.8878 -3.3211
H -2.3510 3.6402 -1.6244
H -0.9390 3.9555 -2.6605
H -2.3113 3.0076 -3.2776
H 0.8922 3.7557 -1.4813
C 9.4109 -2.0397 -1.3119
C 8.2599 -2.3318 -2.0449
C 7.2120 -1.4099 -2.0425
C 7.2429 -0.2803 -1.2487
C 8.3841 0.0025 -0.4942
C 9.4741 -0.8669 -0.5559
S 5.7533 0.7685 -1.3192
O 5.0478 0.6718 -0.0509
O 6.1901 2.0562 -1.8265
C 4.8262 -0.1983 -2.5219
C 3.5478 -0.0625 -3.0116
C 3.3126 -0.4893 -4.4082
C 2.9364 -1.8232 -4.6861
C 2.8463 -2.2943 -5.9963
C 3.0593 -1.4280 -7.0789
C 3.4412 -0.1024 -6.8207
C 3.5518 0.3691 -5.5098
S 5.7501 -1.6329 -3.0775
O 6.1795 -1.5180 -4.4493
O 5.0485 -2.8027 -2.5969
H 10.2533 -2.7311 -1.3498
H 8.1539 -3.2495 -2.6230
H 8.4086 0.9068 0.1033
H 10.3805 -0.6261 -0.0159
H 2.8126 0.4692 -2.4272
H 2.7371 -2.4822 -3.8398
H 2.6018 -3.3464 -6.1749
H 2.8687 -1.7622 -8.1065
H 3.6452 0.5758 -7.6532
H 3.8870 1.3951 -5.3129
```

**Electronic energy**: -93518.872 eV
**LUMO energy**: -0.629 eV
**Orbital gap**: 5.449 eV